[1]
Formula: C6H14O4
Source: the Open Molecules 2025 dataset
Level of theory: the ωB97M-V functional and the def2-TZVPD basis

XYZ file:
```
24
Properties=species:S:1:pos:R:3
C 0.924 1.105 1.338
C 0.581 1.940 2.556
O 2.280 1.321 1.037
O 0.636 -0.224 1.617
O 0.132 1.454 0.199
H 2.527 0.711 0.327
H 0.772 -0.739 0.810
H 0.372 2.354 -0.050
H 1.172 1.600 3.403
H -0.478 1.828 2.778
H 0.809 2.987 2.362
C -1.267 -2.061 -0.842
C 0.263 -0.273 -2.656
C -2.247 -1.243 -0.065
C 1.407 -0.954 -2.111
O 2.008 -0.950 -1.100
H -0.446 -2.511 -0.297
H -1.649 -2.710 -1.621
H -0.562 -0.717 -1.871
H -0.030 -0.628 -3.639
H 0.340 0.819 -2.637
H -3.008 -0.795 -0.706
H -2.773 -1.869 0.674
H -1.761 -0.444 0.495
```

Values from the calculation:
* 2S+1: 1
* maximum force: 0.0442 Eh/bohr
* relative energy (zero: lowest compared OMol25 entry of this formula, charge and spin): 107.4 kcal per mole
* DFT total energy: -537.83785 a.u.
* frontier orbital gap (spin up / spin down): 7.39 / 8.70 eV
* lowest unoccupied orbital energy (spin up / spin down): -0.2 / 0.3 eV

Here are the natural (NBO) charges for atoms 1 to 5, given in e: number 1, C, carries 0.73; number 2, C, carries -0.65; number 3, O, carries -0.73; number 4, O, carries -0.72; number 5, O, carries -0.75

---

[2]
Formula: C6H14O4P
Source: the Open Molecules 2025 dataset
Level of theory: the ωB97M-V functional and the def2-TZVPD basis

XYZ file:
```
25
Properties=species:S:1:pos:R:3
C 0.785 -0.191 3.252
C -0.008 -0.332 2.194
C -2.048 -0.075 -0.808
C 0.825 -0.367 -2.003
C -0.096 1.835 -0.350
C 0.516 -0.903 0.912
O -2.184 -1.072 -1.864
O 2.066 0.028 -1.554
O -0.503 2.417 -1.533
O -0.295 -2.315 0.379
P -0.178 0.037 -0.522
H 0.213 0.352 4.173
H 1.813 -0.305 3.207
H -1.017 -0.024 2.163
H -2.723 -0.223 -0.067
H -2.174 0.779 -1.447
H 0.386 0.090 -2.948
H 0.768 -1.489 -2.185
H 0.956 2.108 -0.067
H -0.545 2.030 0.627
H 1.628 -1.048 0.919
H -2.044 -1.975 -1.528
H 2.842 -0.209 -2.077
H -0.080 3.400 -1.562
H 0.297 -3.008 0.215
```

Values from the calculation:
* net charge: +1
* 2S+1: 1
* maximum force: 0.1181 Eh/bohr
* relative energy (zero: lowest compared OMol25 entry of this formula, charge and spin): 49.5 kcal per mole
* DFT total energy: -878.94080 a.u.
* frontier orbital gap: 10.71 eV
* lowest unoccupied orbital energy: -3.4 eV

Here are the natural (NBO) charges for atoms 1 to 5, given in e: number 1, C, carries -0.26; number 2, C, carries -0.29; number 3, C, carries -0.31; number 4, C, carries -0.35; number 5, C, carries -0.40

---

What did the first record say?
Formula: C6H14O4
Source: the Open Molecules 2025 dataset
Level of theory: the ωB97M-V functional and the def2-TZVPD basis

XYZ file:
```
24
Properties=species:S:1:pos:R:3
C 0.924 1.105 1.338
C 0.581 1.940 2.556
O 2.280 1.321 1.037
O 0.636 -0.224 1.617
O 0.132 1.454 0.199
H 2.527 0.711 0.327
H 0.772 -0.739 0.810
H 0.372 2.354 -0.050
H 1.172 1.600 3.403
H -0.478 1.828 2.778
H 0.809 2.987 2.362
C -1.267 -2.061 -0.842
C 0.263 -0.273 -2.656
C -2.247 -1.243 -0.065
C 1.407 -0.954 -2.111
O 2.008 -0.950 -1.100
H -0.446 -2.511 -0.297
H -1.649 -2.710 -1.621
H -0.562 -0.717 -1.871
H -0.030 -0.628 -3.639
H 0.340 0.819 -2.637
H -3.008 -0.795 -0.706
H -2.773 -1.869 0.674
H -1.761 -0.444 0.495
```

Values from the calculation:
* 2S+1: 1
* maximum force: 0.0442 Eh/bohr
* relative energy (zero: lowest compared OMol25 entry of this formula, charge and spin): 107.4 kcal per mole
* DFT total energy: -537.83785 a.u.
* frontier orbital gap (spin up / spin down): 7.39 / 8.70 eV
* lowest unoccupied orbital energy (spin up / spin down): -0.2 / 0.3 eV

Here are the natural (NBO) charges for atoms 1 to 5, given in e: number 1, C, carries 0.73; number 2, C, carries -0.65; number 3, O, carries -0.73; number 4, O, carries -0.72; number 5, O, carries -0.75

---

- Number 1 is which compound?
  C6H14O4

---

- Look up the DFT total energy of the second one.
  -878.94080 a.u.